C47H90F16N2O29S9 | ωB97M-V/def2-TZVPD

Atoms and positions in Å:
O  -2.03  -0.16  3.65
S  -3.24  -1.03  3.73
O  -4.25  -1.02  2.66
O  -2.70  -2.60  4.03
C  -1.73  -2.80  4.99
C  -1.63  -4.29  5.39
C  -4.13  -0.77  5.30
H  -1.89  -2.23  5.91
H  -0.76  -2.45  4.66
H  -1.05  -4.43  6.30
H  -1.04  -4.78  4.62
H  -2.58  -4.80  5.60
H  -4.48  0.26  5.35
H  -3.47  -0.94  6.15
H  -4.91  -1.53  5.31
O  -2.36  -8.70  -1.92
S  -2.08  -9.64  -2.98
O  -0.67  -10.03  -3.26
O  -2.95  -11.03  -2.59
C  -4.32  -10.86  -2.20
C  -5.10  -11.79  -3.19
C  -3.03  -9.04  -4.46
H  -4.64  -9.82  -2.19
H  -4.53  -11.21  -1.19
H  -4.83  -11.43  -4.18
H  -6.18  -11.69  -3.03
H  -4.76  -12.81  -3.09
H  -4.05  -8.84  -4.14
H  -3.02  -9.85  -5.19
H  -2.53  -8.19  -4.94
O  4.30  -6.01  4.29
S  4.67  -6.26  2.90
O  5.92  -6.94  2.49
O  3.42  -7.09  2.21
C  3.58  -7.68  0.89
C  4.22  -9.08  1.10
C  4.55  -4.63  2.03
H  4.26  -7.11  0.26
H  2.61  -7.78  0.40
H  4.24  -9.77  0.26
H  3.68  -9.49  1.96
H  5.27  -9.00  1.38
H  3.76  -4.07  2.51
H  4.40  -4.84  0.97
H  5.50  -4.09  2.11
O  1.88  3.89  8.03
S  0.62  4.16  7.33
O  -0.44  3.13  7.32
O  -0.01  5.60  7.83
C  0.88  6.72  7.78
C  0.96  7.08  9.22
C  0.93  4.55  5.58
H  0.41  7.49  7.16
H  1.90  6.55  7.43
H  1.62  7.95  9.29
H  1.40  6.32  9.88
H  -0.04  7.24  9.61
H  0.01  4.98  5.17
H  1.09  3.62  5.04
H  1.72  5.29  5.43
O  -7.89  -4.33  2.15
S  -7.70  -5.77  1.97
O  -7.66  -6.67  3.14
O  -8.89  -6.32  0.94
C  -9.08  -5.62  -0.29
C  -10.45  -5.90  -0.84
C  -6.22  -6.15  0.94
H  -8.38  -5.88  -1.08
H  -8.99  -4.55  -0.10
H  -11.19  -6.01  -0.04
H  -10.65  -6.71  -1.54
H  -10.75  -5.05  -1.45
H  -5.44  -5.39  1.02
H  -6.54  -6.28  -0.09
H  -5.84  -7.09  1.35
O  2.43  0.34  0.89
S  1.71  0.21  -0.38
O  2.42  -0.10  -1.65
O  0.48  -0.91  -0.17
C  -0.15  -1.43  -1.32
C  -1.16  -2.49  -0.85
C  0.69  1.74  -0.55
H  0.61  -1.75  -2.03
H  -0.60  -0.53  -1.73
H  -2.04  -1.97  -0.47
H  -0.71  -3.14  -0.10
H  -1.50  -3.06  -1.71
H  1.34  2.60  -0.37
H  0.00  1.55  0.28
H  0.20  1.77  -1.52
O  5.02  8.61  1.51
S  5.90  7.46  1.39
O  5.27  6.20  0.99
O  7.13  7.80  0.30
C  7.77  6.73  -0.37
C  8.89  7.24  -1.33
C  6.93  7.32  2.87
H  6.98  6.13  -0.82
H  8.22  6.14  0.42
H  9.82  7.51  -0.81
H  8.58  8.14  -1.87
H  9.18  6.57  -2.14
H  7.33  6.30  2.91
H  6.31  7.59  3.73
H  7.77  8.01  2.84
O  -4.86  -4.51  -4.72
S  -4.89  -3.47  -5.74
O  -5.24  -2.09  -5.44
O  -3.44  -3.39  -6.56
C  -3.05  -2.22  -7.25
C  -1.71  -2.43  -7.96
C  -5.93  -4.02  -7.14
H  -3.04  -1.38  -6.56
H  -3.79  -2.04  -8.03
H  -1.49  -1.58  -8.61
H  -1.76  -3.32  -8.59
H  -0.97  -2.62  -7.18
H  -5.58  -4.97  -7.54
H  -6.01  -3.38  -8.01
H  -6.92  -4.14  -6.70
O  8.38  0.33  10.02
S  8.62  1.16  8.84
O  9.87  0.98  8.06
O  7.24  1.22  7.86
C  7.36  2.17  6.78
C  6.55  1.61  5.62
C  8.60  2.93  9.45
H  8.37  2.18  6.35
H  7.14  3.21  7.02
H  6.91  0.61  5.37
H  6.53  2.28  4.76
H  5.51  1.56  5.92
H  9.23  3.01  10.33
H  7.56  3.22  9.62
H  8.92  3.60  8.65
N  8.95  -1.47  -0.20
C  9.74  -1.00  0.85
C  9.71  0.29  1.34
C  8.89  1.19  0.68
C  8.11  0.81  -0.43
C  8.14  -0.53  -0.78
H  10.28  -1.82  1.30
H  10.41  0.66  2.07
H  8.91  2.22  1.00
H  7.53  1.51  -1.01
H  7.44  -0.85  -1.54
N  2.07  10.37  -3.44
C  2.60  9.13  -3.13
C  1.89  7.96  -3.39
C  0.66  8.02  -3.92
C  0.14  9.25  -4.28
C  0.83  10.43  -4.02
H  3.47  9.05  -2.50
H  2.39  7.05  -3.08
H  0.14  7.10  -4.13
H  -0.86  9.29  -4.68
H  0.40  11.41  -4.18
C  -8.07  3.68  0.14
C  -8.57  3.08  1.45
C  -9.25  1.72  1.35
F  -9.76  1.35  2.54
F  -10.18  1.67  0.42
F  -7.69  3.16  2.40
F  -9.46  3.95  1.87
O  -7.15  2.75  -0.36
C  -6.52  3.09  -1.58
C  -5.30  2.06  -1.77
F  -4.69  2.18  -2.92
F  -4.45  2.34  -0.79
F  -7.32  2.87  -2.57
F  -6.14  4.38  -1.70
H  -7.62  4.65  0.36
H  -8.94  3.81  -0.49
H  -8.44  1.03  1.11
H  -5.71  1.07  -1.56
C  0.30  3.51  -7.65
C  1.00  2.54  -6.74
C  2.29  2.04  -7.39
F  2.09  1.17  -8.42
F  3.17  3.06  -7.75
F  1.21  3.16  -5.58
F  0.28  1.48  -6.41
O  -0.98  3.93  -7.25
C  -1.97  4.20  -8.24
C  -3.20  4.73  -7.54
F  -2.94  5.78  -6.75
F  -4.20  4.93  -8.38
F  -1.51  5.09  -9.09
F  -2.14  3.08  -8.91
H  0.19  2.91  -8.56
H  0.88  4.39  -7.92
H  2.85  1.49  -6.63
H  -3.56  3.98  -6.83

Summary:
- E_LUMO: -0.2131 eV
- Total energy: -9317.49370 a.u.
- Largest force on an atom: 3.9 eV/A
- HOMO energy: -9.64 eV
- ΔE to the lowest compared entry with this formula, charge and spin: 10.3 kcal/mol

These are the Löwdin partial charges, in e, on atoms 1 to 6: number 1, O, carries -0.318; number 2, S, carries 0.712; number 3, O, carries -0.307; number 4, O, carries -0.260; number 5, C, carries -0.329; number 6, C, carries -0.051